No. 1
Formula: C20H16N2O4
Source: OMol25
Level of theory: ωB97M-V with the def2-TZVPD basis set

Atoms and positions in Å:
O 2.99 2.74 0.36
C 2.10 3.55 0.36
O 1.05 3.51 -0.48
C 0.99 2.41 -1.39
C 0.24 1.25 -0.78
C 0.92 0.25 -0.10
C 0.23 -0.78 0.50
C -1.16 -0.83 0.44
C -1.84 0.17 -0.24
C -1.15 1.21 -0.85
H -1.68 1.98 -1.37
H -2.92 0.14 -0.30
C -1.91 -1.98 1.05
H -1.35 -2.40 1.89
H -2.91 -1.67 1.37
O -2.14 -3.01 0.07
C -1.20 -3.96 -0.03
O -0.22 -4.02 0.66
C -1.55 -4.93 -1.10
N -1.00 -6.14 -1.00
C -1.27 -7.03 -1.93
C -2.09 -6.77 -3.02
C -2.66 -5.51 -3.14
C -2.38 -4.57 -2.16
H -2.80 -3.58 -2.20
H -3.30 -5.27 -3.97
H -2.28 -7.54 -3.76
H -0.80 -8.00 -1.80
H 0.76 -1.56 1.02
H 2.00 0.29 -0.03
H 0.47 2.79 -2.27
H 2.01 2.11 -1.65
C 2.00 4.72 1.27
N 3.14 5.15 1.80
C 3.11 6.17 2.62
C 1.94 6.84 2.97
C 0.75 6.40 2.43
C 0.77 5.32 1.56
H -0.13 4.93 1.11
H -0.18 6.88 2.68
H 1.97 7.68 3.65
H 4.07 6.48 3.02

## Properties
* SMILES string: O=C(OCc1ccc(COC(=O)c2ccccn2)cc1)c1ccccn1
* HOMO energy: -9.43 eV
* Kohn-Sham gap: 0.362 Eh
* total energy: -1182.23202 Eh
* LUMO: 0.417 eV

***

No. 2
Formula: C20H16N3O8PtS2Se
Source: OMol25
Level of theory: ωB97M-V with the def2-TZVPD basis set

Atoms and positions in Å:
Pt 1.22 0.74 0.44
O -1.93 0.04 2.81
C -0.95 0.42 2.20
O -0.64 0.12 0.99
C 0.03 1.36 2.89
C -0.18 1.86 4.15
C 0.74 2.77 4.66
C 1.83 3.14 3.89
C 1.99 2.59 2.64
N 1.10 1.71 2.16
H -1.05 1.54 4.69
H 0.61 3.19 5.65
H 2.57 3.85 4.25
H 2.83 2.80 2.00
O 3.36 -1.47 -2.03
S 2.10 -1.66 -1.37
O 1.23 -2.68 -1.91
O 1.31 -0.37 -1.28
C 2.46 -2.14 0.33
C 1.88 -3.33 0.72
C 2.06 -3.83 2.01
C 2.83 -3.13 2.91
C 3.41 -1.92 2.53
C 3.23 -1.41 1.25
S 4.12 0.13 0.95
O 5.33 -0.20 0.26
O 4.27 0.73 2.26
O 3.23 0.98 0.07
H 1.26 -3.86 0.01
H 1.59 -4.77 2.29
H 2.98 -3.49 3.92
H 4.00 -1.35 3.23
C -3.88 2.84 -2.61
N -3.02 1.68 -2.62
C -1.82 1.59 -1.99
Se -0.97 2.90 -1.03
N -1.36 0.34 -2.20
C -2.25 -0.38 -2.97
C -2.22 -1.68 -3.45
C -3.31 -2.09 -4.20
C -4.38 -1.24 -4.46
C -4.41 0.06 -3.98
C -3.32 0.48 -3.23
H -3.28 3.70 -2.33
H -4.69 2.72 -1.90
H -4.29 2.99 -3.61
H -0.43 0.02 -1.93
H -1.37 -2.32 -3.24
H -3.32 -3.10 -4.60
H -5.22 -1.61 -5.05
H -5.25 0.71 -4.18

## Properties
* total charge: -1
* HOMO energy: -4.96 eV
* Kohn-Sham gap: 0.267 Eh
* total energy: -4855.24805 Eh
* LUMO: 2.313 eV

***

No. 3
Formula: C20H17Co2N2O6
Source: OMol25
Level of theory: ωB97M-V with the def2-TZVPD basis set

Atoms and positions in Å:
O -0.99 -0.47 1.90
C -0.51 -0.07 0.92
Co -0.07 0.46 -0.71
C -1.48 1.10 -1.49
O -2.44 1.36 -2.08
C 1.32 1.47 -1.15
O 2.08 2.27 -1.47
C -0.40 -1.38 -1.76
C -1.72 -2.09 -1.75
C -2.38 -2.51 -0.57
C -3.66 -3.08 -0.63
C -4.28 -3.30 -1.87
C -3.61 -2.91 -3.04
C -2.34 -2.35 -2.99
C 0.49 -1.11 -2.82
C 0.49 -0.56 -4.06
Co 1.35 -1.50 -1.35
C 1.59 -1.83 0.37
O 1.81 -2.07 1.49
C 2.79 -0.73 -1.99
O 3.72 -0.40 -2.60
C 2.02 -3.01 -2.01
O 2.51 -3.83 -2.65
H -1.85 -2.45 0.38
H -4.13 -3.41 0.29
H -5.29 -3.72 -1.90
H -4.07 -3.10 -4.02
H -1.79 -2.17 -3.89
H 1.41 -0.37 -4.55
H -0.44 -0.28 -4.54
C -0.77 3.34 1.61
C 0.49 2.75 2.27
N 1.07 1.74 1.72
C 2.26 1.26 2.44
C 2.33 1.54 3.96
C 1.85 2.88 4.39
N 0.87 3.38 3.42
H -1.31 4.02 2.26
H -0.44 3.90 0.73
H -1.43 2.51 1.34
H 2.25 0.17 2.30
H 3.17 1.69 1.99
H 1.72 0.77 4.45
H 3.37 1.43 4.29
H 1.36 2.83 5.36
H 2.67 3.59 4.46
H 0.42 4.26 3.55

## Properties
* total charge: -1
* HOMO energy: -3.16 eV
* Kohn-Sham gap: 0.217 Eh
* total energy: -4098.75512 Eh
* LUMO: 2.751 eV

***

No. 4
Formula: C20H17N3O7
Source: OMol25
Level of theory: ωB97M-V with the def2-TZVPD basis set

Atoms and positions in Å:
C -1.28 -2.16 2.23
H -2.34 -2.38 2.35
O -1.21 -0.91 1.58
C 0.02 -0.33 1.42
C 1.23 -0.95 1.69
C 2.43 -0.30 1.46
C 2.44 0.98 0.93
C 1.23 1.63 0.68
C 0.03 0.99 0.93
N -1.21 1.60 0.72
C -1.48 2.68 -0.05
O -0.67 3.36 -0.64
C -2.99 2.97 -0.15
O -3.76 1.80 0.01
C -3.58 0.77 -0.84
C -3.16 0.90 -2.16
C -3.09 -0.21 -2.99
C -3.44 -1.47 -2.53
C -3.83 -1.62 -1.22
C -3.88 -0.52 -0.37
N -4.16 -0.76 1.02
O -3.84 0.08 1.83
O -4.66 -1.83 1.31
H -4.07 -2.59 -0.81
H -3.39 -2.32 -3.19
H -2.76 -0.08 -4.01
H -2.88 1.87 -2.55
H -3.19 3.49 -1.09
H -3.28 3.62 0.68
H -1.99 1.13 1.18
H 1.22 2.63 0.29
N 3.63 1.67 0.69
C 4.84 1.20 0.26
O 5.84 1.88 0.36
C 4.87 -0.13 -0.37
C 5.95 -0.96 -0.56
C 5.47 -2.06 -1.29
C 4.15 -1.82 -1.51
O 3.78 -0.66 -0.96
H 3.39 -2.38 -2.03
H 6.03 -2.92 -1.61
H 6.94 -0.78 -0.20
H 3.63 2.66 0.89
H 3.36 -0.79 1.71
H 1.26 -1.95 2.09
H -0.81 -2.94 1.63
H -0.81 -2.12 3.21

## Properties
* SMILES string: COc1ccc(NC(=O)c2ccco2)cc1NC(=O)COc1ccccc1[N+](=O)[O-]
* HOMO energy: -8.05 eV
* Kohn-Sham gap: 0.273 Eh
* total energy: -1463.19125 Eh
* LUMO: -0.623 eV

***

No. 5
Formula: C20H17N5O2PdS6
Source: OMol25
Level of theory: ωB97M-V with the def2-TZVPD basis set

Atoms and positions in Å:
Pd 14.47 7.43 10.33
S 7.35 6.13 9.11
C 8.98 6.55 9.13
S 9.65 8.14 9.43
C 11.38 7.63 9.55
C 11.58 6.21 9.32
S 12.99 5.59 9.98
S 10.20 5.27 8.80
S 12.43 8.73 10.16
O 12.74 6.35 18.10
C 14.03 6.27 17.64
O 14.93 6.44 18.42
C 14.24 6.19 16.17
C 13.20 6.14 15.26
C 13.45 6.06 13.91
C 14.81 5.88 13.42
C 15.87 5.92 14.41
C 15.63 5.89 15.78
N 15.12 5.86 12.08
C 16.35 5.72 11.65
C 16.70 5.68 10.21
C 17.79 4.86 9.72
C 17.95 4.90 8.40
C 17.19 5.64 7.51
C 16.29 6.50 8.09
N 16.06 6.51 9.41
H 12.00 6.00 17.55
H 12.09 6.20 15.60
H 12.62 6.02 13.16
H 16.84 5.89 14.00
H 16.37 6.00 16.56
H 17.16 5.57 12.39
H 18.45 4.40 10.52
H 18.72 4.23 8.01
H 17.22 5.72 6.41
H 15.72 7.24 7.49
C 19.85 8.81 11.60
C 18.88 9.80 12.36
C 17.53 9.86 11.74
N 16.88 8.86 11.34
N 15.66 9.15 10.83
C 15.43 10.50 10.78
N 14.31 11.05 10.26
S 16.62 11.38 11.64
H 20.77 8.83 12.14
H 20.02 9.09 10.58
H 19.35 7.81 11.70
H 19.26 10.82 12.41
H 18.83 9.53 13.39
H 13.80 10.53 9.56
H 14.22 12.03 10.17

## Properties
* HOMO energy (spin up / spin down): -5.29 / -7.74 eV
* multiplicity: 3
* Kohn-Sham gap (spin up / spin down): 0.154 / 0.203 Eh
* total energy: -3713.50634 Eh
* LUMO (spin up / spin down): -1.103 / -2.227 eV